9 unconnected molecules or ions with the total composition C13H44O13 in a non-equilibrium geometry, computed with wB97M-V/def2-TZVPD.

* energy relative to the best compared isomer or geometry (same formula, charge and spin): 2.063 eV
* orbital gap: 9.92 eV
* E_HOMO: -9.7 eV

```
! RIJCOSX wB97M-V def2-TZVPD def2/J DEFGRID3
* xyz 0 1
C 22.55 22.79 -11.74
O 23.83 22.42 -11.29
H 21.89 22.53 -10.91
H 22.59 23.86 -11.92
H 22.18 22.35 -12.66
H 24.38 23.20 -11.35
C 20.58 19.04 -17.26
O 21.92 18.59 -17.18
H 19.89 18.51 -16.60
H 20.52 20.08 -16.95
H 20.19 19.01 -18.28
H 22.47 19.16 -17.73
C 19.45 23.47 -20.51
O 19.05 23.75 -21.88
H 20.37 22.89 -20.54
H 19.55 24.40 -19.95
H 18.73 22.81 -20.03
H 18.66 24.63 -21.82
C 16.20 19.68 -13.97
O 16.55 20.62 -14.92
H 16.76 18.76 -14.10
H 16.28 20.00 -12.93
H 15.15 19.40 -14.05
H 16.29 21.47 -14.54
C 18.21 19.56 -24.65
O 18.82 19.79 -23.38
H 17.58 20.40 -24.91
H 18.94 19.38 -25.44
H 17.52 18.72 -24.58
H 18.91 20.74 -23.32
C 21.55 15.51 -22.34
C 20.29 15.01 -21.62
O 19.53 14.11 -22.42
O 21.37 16.28 -23.51
H 22.24 14.70 -22.57
H 21.93 16.12 -21.52
H 19.65 15.81 -21.25
H 20.57 14.44 -20.74
H 19.48 14.40 -23.34
H 20.85 17.04 -23.27
C 21.95 17.24 -11.98
C 22.78 17.06 -10.66
O 24.02 17.70 -10.67
O 22.63 16.57 -13.00
H 21.87 18.28 -12.29
H 20.96 16.80 -11.83
H 22.85 15.99 -10.46
H 22.18 17.43 -9.83
H 23.87 18.64 -10.81
H 22.70 17.24 -13.68
C 26.33 14.07 -17.15
C 25.61 14.53 -18.42
O 25.79 13.69 -19.54
O 27.74 14.24 -17.34
H 26.14 13.03 -16.90
H 25.93 14.57 -16.26
H 26.03 15.51 -18.64
H 24.57 14.77 -18.16
H 25.52 12.79 -19.34
H 28.04 14.13 -16.44
C 27.53 21.69 -20.66
C 26.18 20.93 -20.84
O 25.26 21.16 -19.85
O 27.39 23.00 -21.02
H 28.30 21.28 -21.32
H 27.89 21.54 -19.65
H 26.37 19.86 -20.89
H 25.67 21.23 -21.75
H 25.08 22.10 -19.81
H 28.19 23.52 -20.94
*
```